[1]
2 unconnected molecules or ions with the total composition C10H13N2O in a non-equilibrium geometry, computed with ωB97M-V with the def2-TZVPD basis set.

Geometry as ORCA input:
```
! wB97M-V def2-TZVPD RIJCOSX def2/J DEFGRID3
* xyz 1 1
C 4.24928 0.48646 0.45496
C 3.54386 1.19270 -0.57858
C 3.51611 -0.50969 0.97676
C 2.27590 0.91016 -0.96288
C 2.22979 -0.84841 0.49219
C -1.45435 -0.34335 -0.51581
C 0.31480 -0.48154 -1.03112
C -3.07111 -0.99758 1.21352
C -3.46319 1.15421 -0.07108
C -2.90549 -0.25463 -0.13515
N -0.66252 0.46942 -1.17083
N 1.59947 -0.12136 -0.40997
O -0.51156 -1.32181 -0.21735
H 5.20568 0.75727 0.85769
H 3.83443 2.15069 -1.06340
H 3.98850 -1.12115 1.83846
H 1.57487 1.57871 -1.48790
H 1.84517 -1.74026 0.79674
H 0.77764 -1.36644 -2.26530
H -2.45902 -0.33488 1.83113
H -2.29563 -1.85944 1.18172
H -4.09230 -1.11130 1.27026
H -3.05332 1.75159 0.69020
H -4.46500 1.13101 0.17128
H -3.12767 1.71279 -0.96573
H -3.39432 -0.88318 -0.89981
*
```

The value obtained for the highest occupied orbital energy is -14.1 eV. The calculation puts the energy relative to the best compared isomer or geometry (same formula, charge and spin) at 135.6 kcal per mole. The total energy is -573.194513 Ha. The value obtained for the strongest force on any atom is 0.1115 Eh/bohr.

---

[2]
A single C6H7NO molecule in a non-equilibrium geometry, computed with ωB97M-V with the def2-TZVPD basis set.

Geometry as ORCA input:
```
! wB97M-V def2-TZVPD RIJCOSX def2/J DEFGRID3
* xyz 0 1
C -1.38505 -0.72037 0.35476
C -0.20068 -0.11112 -0.48290
C 0.11716 1.34524 -0.18115
C 1.71174 0.79505 0.01871
O 3.00375 0.82500 0.32037
C 3.41703 -0.37154 0.04117
N 2.46028 -1.23435 -0.35425
C 1.27436 -0.45811 -0.29957
H -2.39467 -0.46926 0.02298
H -1.27627 -0.37081 1.34772
H -1.19349 -1.75372 0.35624
H -0.39825 -0.34564 -1.49973
H -0.25661 1.88956 0.69695
H 0.18116 2.04561 -1.12034
H 4.44290 -0.62304 0.30184
*
```

The value obtained for the highest occupied orbital energy is -8.8 eV. The calculation puts the energy relative to the best compared isomer or geometry (same formula, charge and spin) at 75.5 kcal per mole. The total energy is -362.693133 Ha. As for the SMILES: C[C@H]1Cc2ocnc21. The value obtained for the strongest force on any atom is 0.1046 Eh/bohr.

---

[3]
A single C16H26O10 molecule, computed with ωB97M-V with the def2-TZVPD basis set.

Geometry as ORCA input:
```
! wB97M-V def2-TZVPD RIJCOSX def2/J DEFGRID3
* xyz 0 1
C -0.59033 -1.14012 -4.59955
C 0.50511 -1.00974 -3.55129
O -0.03295 -1.01389 -2.22542
C -0.53538 0.12868 -1.78921
O -0.69568 1.12276 -2.44069
C -1.00586 -0.02485 -0.32388
O -0.16160 -0.88537 0.38369
C -1.17580 1.34489 0.35740
C 0.07002 2.22707 0.36837
C 1.32600 1.68299 1.06391
O 2.30821 2.69753 1.03870
C 1.15763 1.25561 2.52368
O 1.90611 1.68589 3.37204
O 0.17942 0.40738 2.74054
C 0.04632 -0.14483 4.05468
C -0.45845 -1.57053 3.92241
C 1.93128 0.51549 0.25132
O 1.92881 0.47683 -0.94767
O 2.54690 -0.34540 1.04750
C 3.19371 -1.45380 0.41242
C 4.55594 -1.06432 -0.14176
C -2.37353 -0.70805 -0.44741
O -2.55649 -1.81346 0.00432
O -3.26186 0.02248 -1.08811
C -4.53959 -0.57384 -1.35073
C -4.48637 -1.43397 -2.60389
H -1.17795 -2.03842 -4.42274
H -1.24439 -0.27277 -4.56108
H -0.14221 -1.19891 -5.58722
H 1.06614 -0.08155 -3.69049
H 1.18416 -1.86383 -3.57913
H -0.67178 -1.69264 0.57819
H -1.94931 1.88186 -0.19346
H -1.52151 1.16314 1.37559
H 0.37004 2.44152 -0.65867
H -0.17962 3.17478 0.85010
H 2.69771 2.73355 1.93183
H 1.01946 -0.10540 4.55425
H -0.66146 0.47581 4.61579
H -0.57679 -2.01069 4.90843
H 0.25039 -2.16068 3.34813
H -1.41586 -1.58348 3.40849
H 2.53957 -1.81733 -0.38595
H 3.28540 -2.20993 1.19466
H 5.18269 -0.66204 0.65049
H 4.43842 -0.30950 -0.91490
H 5.03963 -1.93809 -0.56956
H -5.22080 0.26911 -1.47698
H -4.83655 -1.17279 -0.48418
H -3.81218 -2.27344 -2.45151
H -4.13259 -0.84397 -3.44569
H -5.47849 -1.81520 -2.82721
*
```

The value obtained for the highest occupied orbital energy is -9.8 eV. The calculation puts the energy relative to the best compared isomer or geometry (same formula, charge and spin) at 3.5 kcal per mole. The total energy is -1377.731297 Ha. As for the SMILES: CCOC(=O)C(O)(CCC(O)(C(=O)OCC)C(=O)OCC)C(=O)OCC. The value obtained for the strongest force on any atom is 0.0121 Eh/bohr.

---

[4]
2 unconnected molecules or ions with the total composition C5H9ClN2O6S in a non-equilibrium geometry, computed with ωB97M-V with the def2-TZVPD basis set.

Geometry as ORCA input:
```
! wB97M-V def2-TZVPD RIJCOSX def2/J DEFGRID3
* xyz 0 1
C 2.46478 1.27507 1.03509
C 2.38057 -0.00813 0.03066
O 1.05041 -0.59316 0.03405
C 1.07452 -2.01595 0.24678
C -0.44017 -2.53536 -0.10259
O -1.32667 -1.37505 0.15589
S -1.99794 -1.49540 1.68367
Cl -0.62482 -0.91425 3.12608
O -3.21655 -0.31562 1.70757
C -3.23336 0.39122 0.46522
N -3.29672 0.79226 -0.67411
H 3.43334 1.83375 0.72592
H 1.59823 2.00381 0.85096
H 2.52373 0.92577 2.13830
H 3.23193 -0.73780 0.25557
H 2.55080 0.42734 -1.03090
H 1.26566 -2.32393 1.34617
H 1.76599 -2.57664 -0.48164
H -0.56571 -2.82412 -1.19960
H -0.77546 -3.38918 0.60194
N -1.96609 3.36447 -2.72970
O -1.51745 2.97135 -3.82126
O -3.07865 3.91742 -2.67597
O -1.30036 3.20217 -1.68812
*
```

The value obtained for the highest occupied orbital energy is -6.1 eV. The total energy is -1614.776454 Ha. The value obtained for the strongest force on any atom is 0.1198 Eh/bohr.

---

[5]
3 unconnected molecules or ions with the total composition C5H10OS in a non-equilibrium geometry, computed with ωB97M-V with the def2-TZVPD basis set.

Geometry as ORCA input:
```
! wB97M-V def2-TZVPD RIJCOSX def2/J DEFGRID3
* xyz 0 1
O 0.29185 -2.57484 0.22708
C -0.20075 -1.93386 1.07427
C 1.40817 0.44919 -0.06075
C 0.45238 1.24745 0.78831
C 0.77004 1.80657 1.94341
S -0.93115 0.84900 -2.25402
C -1.58638 -0.74323 -1.87266
H -1.35875 -1.91183 1.05369
H 0.98052 -0.52191 -0.26557
H 1.58042 0.92623 -1.01133
H 2.37404 0.42430 0.48430
H -0.59050 1.12831 0.47426
H 1.77559 1.70995 2.36824
H 0.11989 2.40066 2.55217
H -1.43676 -1.01340 -0.81369
H -1.03728 -1.51263 -2.44303
H -2.61133 -0.72997 -2.24468
*
```

The value obtained for the highest occupied orbital energy is -7.3 eV. The calculation puts the energy relative to the best compared isomer or geometry (same formula, charge and spin) at 164.4 kcal per mole. The total energy is -669.674425 Ha. The value obtained for the strongest force on any atom is 0.0524 Eh/bohr.

---

[6]
A molecular structure, C57H39F9O3P2Pd in a non-equilibrium geometry, computed with ωB97M-V with the def2-TZVPD basis set.

Geometry as ORCA input:
```
! wB97M-V def2-TZVPD RIJCOSX def2/J DEFGRID3
* xyz 2 1
Pd -0.41085 0.77725 -0.15247
O -0.34391 0.54263 2.81668
C -1.13217 0.05813 3.70532
C -3.15857 -0.87935 1.40948
O -4.15928 -0.75319 1.98128
O -2.12426 -0.97425 0.87596
C -0.84117 -1.29797 4.15479
C 0.51095 -1.62107 4.35292
C 0.86815 -2.86799 4.83083
C -0.11357 -3.81502 5.09359
C -1.45353 -3.51098 4.87691
C -1.82090 -2.25779 4.42365
C -2.05933 0.98889 4.27979
C -3.29770 0.61384 4.83296
C -4.08656 1.55331 5.45345
C -3.65088 2.87242 5.56101
C -2.43216 3.25950 5.01828
C -1.64504 2.33422 4.37183
H 0.41099 -0.07013 2.67524
H 1.29209 -0.87122 4.23113
H 1.91022 -3.09193 5.02258
H 0.16404 -4.78795 5.48062
H -2.21657 -4.25280 5.07048
H -2.86596 -2.05520 4.23147
H -3.66543 -0.39785 4.75169
H -5.03924 1.25824 5.87030
H -4.26131 3.59839 6.08297
H -2.09079 4.28090 5.12117
H -0.67359 2.61913 4.00201
C -1.29451 -0.19328 -6.86961
C -2.35815 0.48259 -6.27631
C -2.28496 0.87390 -4.94966
C -1.12023 0.62038 -4.22472
C -0.06164 -0.06702 -4.81184
C -0.15330 -0.47775 -6.13723
P -1.04797 1.19835 -2.50482
C -2.68028 0.54496 -1.99986
C -3.81342 1.31176 -1.75713
C -5.03514 0.68757 -1.52899
C -5.12896 -0.69681 -1.55426
C -3.99360 -1.46843 -1.78150
C -2.77168 -0.84788 -1.99764
C -1.03564 2.99451 -2.50545
C -1.15302 3.77069 -3.63091
C -0.97481 5.17038 -3.55615
C -0.65178 5.75759 -2.36902
C -0.50686 4.98457 -1.18935
C -0.14288 5.57171 0.04708
C 0.01707 4.80120 1.15500
C -0.17933 3.39682 1.08121
C -0.50212 2.81239 -0.09696
C -0.69505 3.58169 -1.26524
H -1.36499 -0.50476 -7.90453
H -3.25070 0.70108 -6.84787
H -3.12778 1.37238 -4.48732
H 0.83517 -0.27902 -4.24202
H 0.66839 -1.01378 -6.59604
H -3.74724 2.39437 -1.76136
H -5.91986 1.28552 -1.34695
H -6.08830 -1.17658 -1.40236
H -4.06189 -2.54966 -1.79537
H -1.88835 -1.44555 -2.19893
H -1.38101 3.32239 -4.58895
H -1.07926 5.76911 -4.45242
H -0.47872 6.82691 -2.31558
H 0.00925 6.64395 0.09466
H 0.30515 5.25090 2.09741
H -0.06716 2.80222 1.97379
F 4.42575 1.06676 -6.08247
C 4.89325 0.07106 -5.31799
F 4.89347 -1.04814 -6.05640
F 6.16518 0.35401 -5.00997
C 4.06004 -0.10616 -4.07184
C 4.12378 -1.31146 -3.38274
C 3.35525 -1.49507 -2.24610
C 2.50457 -0.48049 -1.80502
C 2.48362 0.73732 -2.47968
C 3.26276 0.92770 -3.61413
P 1.47723 -0.67523 -0.31153
C 2.68163 -0.38602 1.02788
C 3.52879 -1.37503 1.52792
C 4.46629 -1.06073 2.50101
C 4.56876 0.24390 2.96349
C 3.74355 1.23993 2.46552
C 2.79518 0.92320 1.50203
C 5.54593 0.57724 4.06444
F 6.57952 -0.26711 4.08311
F 6.02003 1.82033 3.93904
F 4.93436 0.49824 5.26388
C 1.02073 -2.43455 -0.22855
C 0.71944 -3.14734 -1.38745
C 0.21184 -4.43898 -1.30582
C -0.00925 -5.01440 -0.06562
C 0.27798 -4.31150 1.09455
C 0.78412 -3.02652 1.00933
C -0.55746 -6.41478 0.04303
F -1.21897 -6.77402 -1.06181
F 0.42278 -7.30490 0.24325
F -1.40730 -6.51691 1.08215
H 4.77026 -2.10386 -3.73969
H 3.41605 -2.43492 -1.70972
H 1.87021 1.54887 -2.11069
H 3.23397 1.86834 -4.14902
H 3.46108 -2.39249 1.16002
H 5.12477 -1.82475 2.89425
H 3.84810 2.25657 2.82383
H 2.14747 1.69735 1.10549
H 0.87985 -2.69947 -2.36161
H -0.01540 -4.99376 -2.20693
H 0.09887 -4.76879 2.05984
H 1.00384 -2.48496 1.92200
*
```

The value obtained for the highest occupied orbital energy (spin up / spin down) is -12.6 / -12.6 eV. The calculation puts the energy relative to the best compared isomer or geometry (same formula, charge and spin) at 12.5 kcal per mole. The total energy is -4130.172410 Ha. The value obtained for the strongest force on any atom is 0.0387 Eh/bohr.